a:
Computed, not measured: C26H20AgN4O2S as an isolated structure, with the ωB97M-V functional and the def2-TZVPD basis.

The HOMO-LUMO gap comes out at 6.46 eV. For the HOMO energy, the calculation gives -0.1501 hartree.

Structure (ORCA input):
```
! wB97M-V def2-TZVPD RIJCOSX def2/J DEFGRID3
* xyz -1 1
Ag -0.62319 -2.87735 -0.90671
C 6.66035 4.26298 4.01349
O 5.73215 3.27648 4.40232
C 4.42117 3.48784 4.06337
C 3.95288 4.62208 3.41800
C 2.59393 4.73407 3.12988
C 1.71173 3.71625 3.44473
C 2.18972 2.58904 4.11644
C 3.52939 2.47799 4.42267
N 0.31348 3.92472 3.22915
N -0.39214 3.12099 2.58003
C 0.05775 2.02785 1.83650
C 1.30426 1.86911 1.22252
C 1.60229 0.80511 0.39747
C 0.67061 -0.22835 0.12169
O 0.93748 -1.21625 -0.60757
C -0.65942 -0.05181 0.71844
N -1.57542 -0.99491 0.41438
C -2.79253 -0.89014 0.88768
C -3.18889 0.17894 1.70849
C -2.27488 1.14289 2.03432
C -0.95546 1.05865 1.53511
H 7.63599 3.90962 4.33780
H 6.44930 5.22486 4.49079
H 6.66922 4.39911 2.92789
H 4.61950 5.42650 3.14235
H 2.21122 5.62207 2.64239
H 1.50357 1.79418 4.37921
H 3.91505 1.60741 4.93734
H 2.06901 2.62026 1.36004
H 2.57601 0.73247 -0.06997
H -3.48995 -1.67523 0.61386
H -4.20638 0.22739 2.07472
H -2.53848 1.98062 2.66458
C -1.29484 -0.42734 -3.21281
C -1.91684 -1.67387 -3.77627
C -2.57474 -1.66232 -5.02972
C -3.13920 -2.81439 -5.48610
C -3.06845 -3.99895 -4.71862
C -3.64603 -5.21042 -5.15991
C -3.53596 -6.31756 -4.36545
C -2.86476 -6.26240 -3.13402
C -2.27854 -5.10570 -2.64333
S -1.47382 -5.14768 -1.10006
C -2.38894 -3.93098 -3.47629
N -1.83735 -2.76363 -3.05520
H -1.30231 0.38660 -3.93785
H -0.27027 -0.62082 -2.89167
H -1.84244 -0.10939 -2.32284
H -2.61859 -0.74602 -5.60448
H -3.65027 -2.84318 -6.44267
H -4.16145 -5.23897 -6.11270
H -3.96993 -7.25927 -4.68200
H -2.79459 -7.15918 -2.53143
*
```

Atom charges from the natural (NBO) analysis, given in e for atoms 1 to 2:
1 Ag 0.7543
2 C -0.2495

***

b:
Computed, not measured: C26H20AgN4O2S as an isolated structure, with the ωB97M-V functional and the def2-TZVPD basis.

The HOMO-LUMO gap comes out at 6.59 eV. For the HOMO energy, the calculation gives -0.1497 hartree.

Structure (ORCA input):
```
! wB97M-V def2-TZVPD RIJCOSX def2/J DEFGRID3
* xyz -1 1
Ag -0.07456 -0.05548 -0.21323
C -7.13633 -0.70865 -4.80271
O -6.22384 0.35961 -4.70535
C -6.35065 1.18588 -3.62206
C -5.29899 2.07008 -3.39424
C -5.32401 2.91880 -2.30922
C -6.41679 2.92906 -1.43013
C -7.48320 2.07777 -1.69895
C -7.44718 1.19986 -2.77421
N -6.53528 3.89482 -0.41231
N -5.58012 4.22990 0.33001
C -4.36924 3.56117 0.39179
C -3.26040 4.36501 0.67516
C -1.96491 3.90874 0.57047
C -1.67683 2.56682 0.22196
O -0.50896 2.16796 -0.04069
C -2.82356 1.65480 0.22364
N -2.53603 0.34156 0.24899
C -3.51537 -0.53239 0.28534
C -4.86049 -0.15149 0.32075
C -5.17587 1.18344 0.32684
C -4.15237 2.14905 0.26098
H -6.79345 -1.32450 -5.63107
H -8.15259 -0.35953 -5.01413
H -7.14898 -1.30792 -3.88710
H -4.45880 2.06509 -4.07693
H -4.49446 3.59058 -2.12976
H -8.34286 2.09442 -1.04008
H -8.28865 0.53972 -2.93959
H -3.45912 5.40735 0.89770
H -1.12245 4.57489 0.70793
H -3.22860 -1.57830 0.32779
H -5.63659 -0.90377 0.37745
H -6.20711 1.49041 0.42150
C 2.61592 2.25655 -0.02822
C 3.26752 0.93469 -0.31025
C 4.66378 0.84027 -0.49176
C 5.22627 -0.38409 -0.70334
C 4.41451 -1.53634 -0.75327
C 4.95757 -2.82299 -0.93816
C 4.11738 -3.90383 -0.97596
C 2.73388 -3.73967 -0.85779
C 2.13773 -2.49578 -0.68186
S 0.40982 -2.42158 -0.58614
C 3.00900 -1.35193 -0.60018
N 2.48953 -0.12312 -0.36966
H 3.35113 3.05904 0.03173
H 2.05949 2.20323 0.90725
H 1.88232 2.48956 -0.79900
H 5.27272 1.73462 -0.45138
H 6.29767 -0.49506 -0.83242
H 6.03068 -2.93621 -1.04343
H 4.52388 -4.90094 -1.10318
H 2.08184 -4.60175 -0.91012
*
```

Atom charges from the natural (NBO) analysis, given in e for atoms 1 to 2:
1 Ag 0.7471
2 C -0.2493

***

Out of the structures above, which one is the least stable? Solution: b.